[1]
{"formula": "C2H4I2O", "method": "the ωB97M-V functional and the def2-TZVPD basis", "gap_ev": 9.4, "lumo_energy_ev": -0.3, "homo_ha": -0.3577, "total_energy_ev": -20386.641, "species": ["C", "C", "H", "H", "O", "I", "H", "I", "H"], "xyz": [[0.383, -0.591, -0.087], [0.199, -0.003, 1.467], [-0.324, -1.410, -0.144], [1.354, -1.046, -0.132], [0.174, 0.294, -1.091], [0.098, -1.650, 2.781], [0.444, 1.156, -0.623], [1.691, 1.540, 1.895], [-0.695, 0.491, 1.617]], "atomic_forces_ev_per_a": [[-0.431, -0.955, 3.283], [2.157, -1.260, -2.453], [-0.417, -0.136, -0.077], [0.843, -0.154, 0.176], [0.274, 3.358, 0.871], [0.298, -0.008, 0.151], [-0.445, -1.185, -1.762], [-0.456, -0.675, -0.170], [-1.825, 1.014, -0.019]], "lowdin_charge": [-0.4480, -1.1755, 0.0794, 0.0880, -0.0784, 0.7866, 0.0756, 0.7288, -0.0565]}

[2]
{"formula": "C2H4I2O2S", "method": "the ωB97M-V functional and the def2-TZVPD basis", "gap_ev": 8.9, "lumo_energy_ev": -1.2, "homo_ha": -0.3703, "total_energy_ev": -33269.144, "smiles": "O=S(=O)(I)CCI", "species": ["I", "H", "H", "O", "C", "I", "O", "S", "C", "H", "H"], "xyz": [[1.831, 2.246, 1.509], [1.154, -0.502, 1.194], [-0.048, 0.506, 1.936], [-1.622, -1.638, 0.416], [0.687, 0.478, 1.068], [-2.048, -0.509, -2.627], [0.321, -1.897, -1.165], [-0.775, -1.098, -0.621], [0.068, 0.550, -0.283], [-0.446, 1.521, -0.469], [0.877, 0.344, -0.957]], "atomic_forces_ev_per_a": [[0.146, -0.549, -0.276], [0.859, 0.520, 0.040], [0.547, 0.024, -1.359], [0.569, 0.832, -0.596], [-1.543, -0.328, 2.564], [-0.175, -0.014, 0.258], [-1.122, 0.579, 0.950], [0.846, -0.365, -0.818], [-0.211, -0.032, 0.242], [-0.146, -1.213, -0.124], [0.231, 0.546, -0.881]], "lowdin_charge": [0.7873, 0.0630, 0.0606, -0.3636, -0.7331, 0.5872, -0.4156, 0.2745, -0.4253, 0.0969, 0.0681]}

[3]
{"formula": "C2H4I3N2", "method": "the ωB97M-V functional and the def2-TZVPD basis", "gap_ev": 7.9, "lumo_energy_ev": -5.5, "homo_ha": -0.4923, "total_energy_ev": -29412.083, "total_charge": 1, "species": ["H", "N", "I", "C", "H", "H", "C", "I", "H", "I", "N"], "xyz": [[-2.620, -0.527, 0.117], [1.800, -0.313, -0.407], [3.682, 0.525, -0.302], [0.696, 0.317, -0.235], [-1.878, 1.222, -0.089], [-0.234, -1.425, 0.056], [-1.804, 0.184, 0.374], [0.846, 2.415, -0.529], [-1.964, 0.293, 1.449], [1.951, -2.341, -0.539], [-0.475, -0.350, 0.106]], "atomic_forces_ev_per_a": [[0.828, 0.598, -0.671], [2.070, -0.920, -0.324], [0.164, -0.051, -0.090], [-3.907, 0.511, 1.144], [-0.238, -1.602, 0.380], [-1.393, 2.554, 0.456], [-0.609, 1.002, 0.094], [-0.929, -0.551, 0.288], [0.428, 0.220, 0.090], [-0.175, -0.480, 0.034], [3.761, -1.280, -1.400]], "lowdin_charge": [0.1069, -1.0764, 0.8743, -0.9335, 0.0756, 0.0534, -0.0809, 0.9692, 0.0889, 1.0045, -0.0820]}

[4]
{"formula": "C2H4INO", "method": "the ωB97M-V functional and the def2-TZVPD basis", "gap_ev": 10.1, "lumo_energy_ev": 0.4, "homo_ha": -0.3568, "total_energy_ev": -13775.620, "smiles": "[H]/N=C(\\I)CO", "species": ["H", "H", "H", "N", "O", "H", "C", "C", "I"], "xyz": [[-0.264, 1.758, -0.629], [-1.045, -2.573, -0.177], [1.279, 0.040, -0.243], [-0.342, -1.891, 0.100], [-0.013, 1.658, 0.258], [0.951, 0.473, 1.320], [0.436, 0.345, 0.284], [-0.689, -0.713, 0.185], [-2.702, 0.069, 0.067]], "atomic_forces_ev_per_a": [[-0.935, 1.222, -2.007], [-0.110, 0.085, 0.511], [1.080, -0.208, -2.113], [-0.110, -1.173, -0.673], [0.425, 0.151, -0.193], [-1.154, -1.685, -0.954], [-0.507, 0.617, 5.363], [0.992, 1.231, 0.100], [0.319, -0.240, -0.035]], "lowdin_charge": [0.0349, 0.0580, 0.0913, 0.0764, -0.1148, 0.1595, -0.3122, -0.7796, 0.7865]}

[5]
{"formula": "C2H4INOS", "method": "the ωB97M-V functional and the def2-TZVPD basis", "gap_ev": 8.9, "lumo_energy_ev": 0.1, "homo_ha": -0.3262, "total_energy_ev": -24611.662, "species": ["C", "H", "I", "H", "H", "O", "S", "H", "C", "N"], "xyz": [[0.708, 0.392, 0.531], [0.378, -1.339, -1.265], [-2.413, 0.299, -0.190], [-0.253, 1.376, -0.940], [-0.897, -0.995, 1.573], [1.457, 0.213, 1.467], [-0.412, -2.135, -0.534], [1.344, 1.815, -0.682], [-0.568, -0.712, 0.619], [0.656, 1.086, -0.579]], "atomic_forces_ev_per_a": [[-2.836, -4.717, 3.140], [0.024, -0.486, -0.511], [-0.117, 0.166, 0.553], [0.149, -0.562, 0.170], [0.173, -0.252, 1.362], [0.571, 1.391, -1.305], [0.953, 0.782, 0.921], [0.351, 0.021, -0.025], [-0.131, 1.610, -3.135], [0.862, 2.047, -1.171]], "lowdin_charge": [-0.6154, -0.1374, 0.6912, -0.0027, -0.0082, 0.0675, 0.6122, 0.1242, -0.8507, 0.1192]}

[6]
{"formula": "C2H4INS", "method": "the ωB97M-V functional and the def2-TZVPD basis", "gap_ev": 6.7, "lumo_energy_ev": -1.7, "homo_ha": -0.3088, "total_energy_ev": -22561.083, "species": ["H", "C", "I", "H", "H", "S", "H", "C", "N"], "xyz": [[-1.632, -1.118, 0.215], [-0.757, -0.518, -0.007], [2.371, -0.413, 0.009], [-0.274, 1.430, 0.360], [0.365, -1.857, -1.139], [2.437, 1.854, -0.009], [-1.824, 0.799, 0.974], [-0.977, 0.699, 0.471], [0.291, -0.875, -0.874]], "atomic_forces_ev_per_a": [[0.556, -1.337, -0.429], [-0.611, 0.034, -0.456], [-1.464, -0.152, -0.539], [1.393, 2.156, -0.185], [-0.246, 0.076, 0.388], [0.137, -0.276, -0.014], [-3.406, 0.911, 2.270], [2.461, -1.953, -1.749], [1.180, 0.541, 0.712]], "lowdin_charge": [0.0984, -0.3627, 0.8240, -0.0322, 0.0251, -0.3011, 0.0117, 0.0018, -0.2651]}

[7]
{"formula": "C2H4Li2O", "method": "the ωB97M-V functional and the def2-TZVPD basis", "gap_ev": 4.5, "lumo_energy_ev": -1.6, "homo_ha": -0.2254, "total_energy_ev": -4594.866, "species": ["C", "H", "O", "Li", "C", "H", "H", "Li", "H"], "xyz": [[-0.793, -0.683, -0.676], [-0.323, -1.257, 1.303], [1.124, 0.011, 0.523], [2.571, -0.257, 1.500], [0.028, -0.727, 0.401], [-0.834, 2.638, -0.774], [-0.526, -0.094, -1.561], [0.442, 1.671, -0.012], [-1.688, -1.303, -0.703]], "atomic_forces_ev_per_a": [[0.846, -0.506, 0.516], [0.301, -0.077, -0.310], [1.656, 0.345, 0.788], [-0.552, 0.087, -0.432], [-2.110, -0.035, -0.850], [0.538, -0.027, 0.266], [-0.203, -0.238, 0.369], [-0.704, 0.131, -0.399], [0.228, 0.319, 0.053]], "lowdin_charge": [-0.0427, 0.0946, -0.4945, 0.7941, -0.4786, -0.2602, 0.0357, 0.3044, 0.0472]}

[8]
{"formula": "C2H4LiNaO", "method": "the ωB97M-V functional and the def2-TZVPD basis", "gap_ev": 3.4, "lumo_energy_ev": -1.8, "homo_ha": -0.1904, "total_energy_ev": -8804.941, "species": ["H", "Na", "H", "H", "C", "H", "Li", "O", "C"], "xyz": [[-0.762, -2.097, -1.749], [-1.024, 1.769, 1.998], [2.008, -0.921, -1.407], [0.303, -0.356, -2.036], [0.646, -0.192, 0.057], [1.203, -0.660, 0.890], [-1.608, -1.170, -0.377], [-0.590, 0.265, 0.314], [0.979, -0.614, -1.212]], "atomic_forces_ev_per_a": [[-1.104, -0.340, 0.332], [0.304, -0.701, -0.869], [-0.455, -0.330, -0.025], [0.686, -0.195, 0.381], [0.401, -2.051, -1.989], [0.094, 0.711, -0.072], [0.773, -0.161, -0.669], [-1.026, 0.979, 1.514], [0.327, 2.089, 1.396]], "lowdin_charge": [-0.1644, 0.7830, 0.0389, -0.0070, -0.5147, 0.0828, 0.4142, -0.4951, -0.1377]}

[9]
{"formula": "C2H4LiO2Pb", "method": "the ωB97M-V functional and the def2-TZVPD basis", "gap_ev": [10.4, 8.6], "lumo_energy_ev": [-9.9, -11.4], "homo_ha": [-0.7487, -0.7371], "spin_multiplicity": 2, "total_energy_ev": -11664.328, "total_charge": 2, "species": ["H", "H", "H", "O", "H", "C", "O", "Li", "C", "Pb"], "xyz": [[-2.004, 0.272, -0.388], [-1.330, -1.496, -0.448], [-0.508, 0.765, 1.413], [1.818, 0.419, 0.205], [0.028, -0.864, 1.516], [-0.186, -0.076, 0.789], [-0.060, 0.079, -1.016], [1.699, 2.272, -0.441], [-1.172, -0.428, -0.267], [1.714, -0.942, -1.362]], "atomic_forces_ev_per_a": [[-0.080, -0.620, 0.070], [-0.387, 0.380, 0.044], [0.969, 0.738, -1.007], [-0.135, 1.247, 1.025], [1.515, -0.328, -0.953], [-3.329, -0.303, 1.590], [-1.249, 1.263, 0.415], [0.075, 0.205, 0.445], [-0.013, 0.258, 0.320], [2.635, -2.841, -1.949]], "lowdin_spin": [0.0024, 0.0020, -0.0022, 0.7581, 0.0016, -0.0707, 0.3128, -0.0010, 0.0143, -0.0172]}

[10]
{"formula": "C2H4LiO2Yb", "method": "the ωB97M-V functional and the def2-TZVPD basis", "gap_ev": [5.8, 4.8], "lumo_energy_ev": [-0.8, -1.8], "homo_ha": [-0.2451, -0.2451], "spin_multiplicity": 2, "total_energy_ev": -37964.934, "species": ["Li", "H", "O", "Yb", "O", "H", "H", "H", "C", "C"], "xyz": [[0.430, 1.323, 1.327], [-0.284, -2.241, 0.209], [-0.773, 2.222, 0.350], [3.294, -0.977, 1.079], [0.690, -0.663, 1.076], [-0.063, 0.245, -1.404], [-1.510, -0.921, -1.459], [-0.858, 2.621, -0.515], [-0.707, -0.468, -0.875], [-0.219, -1.141, 0.213]], "atomic_forces_ev_per_a": [[-1.305, -0.045, -0.919], [-1.110, 0.279, 0.787], [0.998, -0.078, 0.768], [-1.877, 0.080, -0.111], [2.300, 0.495, 0.315], [-0.922, 0.610, 0.839], [0.375, -0.069, 0.133], [-0.036, 0.020, 0.067], [1.173, -1.460, 0.164], [0.403, 0.170, -2.044]], "lowdin_spin": [0.0777, 0.0014, 0.0053, 0.7967, 0.1023, 0.0011, 0.0011, 0.0001, 0.0119, 0.0024]}